# C4H10Br4O

C4H10Br4O as an isolated structure (ωB97M-V with the def2-TZVPD basis set, OMol25).

The geometry in XYZ format:
```
19
Properties=species:S:1:pos:R:3:forces:R:3
Br -1.03095 -0.30877 -0.31385 3.4313 -1.0734 -4.7983
C 0.82946 -0.84516 -0.38719 -0.2544 0.4198 -2.9158
C 1.52091 0.09405 -1.47411 -0.2447 0.1064 2.0871
Br 3.43386 -0.21732 -1.19912 -1.5736 -5.6119 0.7968
H 0.75955 -1.81957 -0.87066 0.3792 -0.1789 0.6089
H 1.16727 -0.87854 0.64861 0.4682 0.3219 -0.5253
H 1.31725 1.14717 -1.28033 0.3922 -0.0359 0.4171
H 1.23002 -0.00801 -2.51960 0.1158 -0.9188 0.2366
Br -2.06285 0.63019 3.54854 0.1646 0.0415 0.2079
C -2.48120 0.38259 1.66395 -1.0339 0.1603 1.5034
C -2.80449 -1.07133 1.45722 -2.1017 -1.2733 1.0962
Br -4.00273 -1.35141 -0.13607 0.3488 0.0528 0.6979
H -1.57624 0.58821 1.09222 -1.4122 1.6698 2.1720
H -3.34764 1.01596 1.47368 0.2223 -0.0496 -0.1522
H -3.42153 -1.43850 2.27730 -0.2442 0.2064 -0.0978
H -1.99176 -1.79497 1.39457 -0.0693 0.5033 -0.1493
O 3.87087 2.20433 -1.68162 0.3204 3.3063 -0.6398
H 4.65475 2.40439 -2.19324 0.1567 0.3847 -0.2017
H 3.93546 1.26669 -1.50030 0.9343 1.9686 -0.3437
```
Forces are in eV/Å.

## Properties
Frontier orbital gap, hartree: 0.3612
HOMO level, eV: -9.53

# C4H10BrN3

One molecule with the formula C4H10BrN3 (ωB97M-V with the def2-TZVPD basis set, OMol25).

The geometry in XYZ format:
```
18
Properties=species:S:1:pos:R:3:forces:R:3
C -0.96681 1.60632 -0.13233 -0.0076 -0.1054 -0.1119
C -1.65986 0.46261 0.60807 0.0754 0.0574 0.0255
C -0.09408 0.86809 -1.14413 0.1563 0.6228 -0.2152
C -0.53947 -0.55985 0.73398 -0.2633 -0.5493 0.4143
N 0.19183 -0.41156 -0.51226 -2.1358 1.0390 0.2789
N 1.59837 -2.29227 -0.04111 -1.5618 2.3038 -1.9692
N 1.34081 -0.90163 -0.77783 2.5468 -4.8454 0.9958
Br 2.99054 0.42405 0.20985 1.1821 1.0736 0.4381
H -1.66195 2.29305 -0.61007 0.0028 0.0360 0.0065
H -0.33818 2.16787 0.56011 0.0148 0.0205 -0.0170
H -2.05376 0.76552 1.57697 -0.0245 -0.0759 -0.0131
H -2.47421 0.06004 0.00402 -0.0257 -0.0337 0.0363
H -0.61137 0.69398 -2.09031 -0.0340 -0.0074 -0.0278
H 0.84978 1.38171 -1.34872 -0.2062 -0.0445 -0.0736
H 0.12625 -0.31066 1.57232 -0.0217 -0.0447 -0.0248
H -0.87969 -1.58960 0.84266 -0.0169 0.0230 0.0821
H 2.50719 -2.55455 -0.40373 0.0350 0.2217 0.1277
H 1.67461 -2.10312 0.95250 0.2843 0.3085 0.0475
```
Forces are in eV/Å.

## Properties
Frontier orbital gap (alpha / beta), hartree: 0.2762 / 0.2653
HOMO level (alpha / beta), eV: -6.62 / -9.40
2S+1: 3

# C4H10ClN

A 2-piece molecular cluster, C4H10ClN overall (ωB97M-V with the def2-TZVPD basis set, OMol25).

The geometry in XYZ format:
```
16
Properties=species:S:1:pos:R:3:forces:R:3
C 1.77043 0.89242 -1.67858 0.8792 0.8639 1.0226
C 1.37972 -1.01011 -0.07491 0.5035 -0.6454 1.0084
C -2.50076 -0.10594 0.51742 1.5019 -1.7718 -1.7641
C 2.06065 0.06659 -0.41952 -0.8101 0.5149 -1.1285
N -1.45835 0.02388 1.52461 0.4959 5.2266 -2.6662
Cl -2.09734 -0.68055 3.03092 -1.5241 -2.8755 5.2637
H 0.78868 1.42430 -1.62503 0.8169 -0.3860 -0.1777
H 2.63413 1.65390 -1.85107 -1.6857 -1.3669 0.0663
H 1.76151 0.10241 -2.41939 -0.1124 0.5285 -0.8183
H 1.82962 -1.65180 0.73089 -1.0701 0.6017 -0.7616
H 0.43870 -1.26757 -0.56991 0.4206 -0.2681 0.1566
H -1.20800 1.03381 1.92479 -0.0018 -2.5684 -1.9510
H -2.75492 -1.18249 0.41344 0.4555 0.2227 0.4398
H -3.44264 0.26104 0.89950 -0.0743 1.0167 -0.3687
H -2.12543 0.10478 -0.52270 -0.8346 0.7482 1.0430
H 2.92401 0.33534 0.11953 1.0396 0.1587 0.6358
```
Forces are in eV/Å.

## Properties
Frontier orbital gap (alpha / beta), hartree: 0.2409 / 0.2763
HOMO level (alpha / beta), eV: -5.67 / -9.71
2S+1: 3
Relative energy (zero: lowest compared OMol25 entry of this formula, charge and spin), kcal per mole: 38.3

# C4H10ClPS

A 2-piece molecular cluster, C4H10ClPS overall (ωB97M-V with the def2-TZVPD basis set, OMol25).

The geometry in XYZ format:
```
17
Properties=species:S:1:pos:R:3:forces:R:3
C 2.59969 -0.49299 -0.35317 0.1316 0.0970 0.0917
C -1.66844 1.36862 -0.67969 0.0660 0.0441 0.0691
C 1.43162 -1.30139 -0.72974 -0.8680 0.4332 0.8991
C -2.00821 0.29396 0.33737 0.3917 -0.2342 0.1409
P -0.47373 -0.22104 1.27071 0.2992 0.9642 -0.7665
S 0.25947 1.26895 2.30586 0.0413 -0.4778 -0.4512
Cl -1.22961 -1.65099 2.48214 -0.1564 -0.6407 0.2312
H 2.78932 -0.54458 0.71958 0.0289 0.0471 0.0392
H 3.49508 -0.88610 -0.85031 0.0533 0.0358 -0.0320
H 2.47987 0.54843 -0.63872 0.0464 0.0851 0.0124
H -1.32962 2.27397 -0.17933 0.0233 0.0280 -0.0221
H -0.87250 1.02994 -1.34191 0.0291 0.0387 -0.1224
H -2.54240 1.60863 -1.28148 -0.0350 0.0212 -0.0630
H 1.37051 -2.31956 -0.39307 -0.0894 -0.2590 0.0551
H 0.84594 -1.03461 -1.59147 -0.1343 -0.0026 -0.1713
H -2.41039 -0.59820 -0.14640 0.0170 -0.0365 0.0669
H -2.73660 0.65699 1.06963 0.1553 -0.1435 0.0227
```
Forces are in eV/Å.

## Properties
Frontier orbital gap (alpha / beta), hartree: 0.2447 / 0.2937
HOMO level (alpha / beta), eV: -8.17 / -8.19
Relative energy (zero: lowest compared OMol25 entry of this formula, charge and spin), kcal per mole: 23.5

# C4H10FN2

A 2-piece molecular cluster, C4H10FN2 overall (ωB97M-V with the def2-TZVPD basis set, OMol25).

The geometry in XYZ format:
```
17
Properties=species:S:1:pos:R:3:forces:R:3
C -1.94412 0.03231 -0.44008 0.4009 -0.3496 -0.9420
C 1.88644 0.62060 0.80466 -2.9453 1.6016 -1.0602
C 0.93984 -0.40897 -1.13110 -1.1241 1.8333 -0.8335
C -1.17541 -1.09597 -0.21945 -0.4920 0.6895 2.6105
N -2.01778 1.04636 0.43722 -0.4009 0.4538 0.0721
N 1.73337 -0.45507 -0.13660 1.7178 -1.5934 1.4525
F -0.76269 -1.15531 1.16851 0.0146 -0.0616 -1.6806
H -2.34513 0.01510 -1.47921 -0.1940 0.7601 1.0462
H 2.87919 0.85276 0.89311 2.5029 0.8369 0.1888
H 1.27892 1.48344 0.35940 1.1077 -0.9239 0.7971
H 1.48514 0.43158 1.78453 -0.2884 -0.5562 0.2648
H 0.92267 -1.25559 -1.71411 -0.1123 -1.6545 -1.5169
H 0.54037 0.54774 -1.60068 0.5691 -1.2847 1.2522
H -1.52266 -2.07388 -0.52413 0.3398 -0.0022 -0.4309
H -2.58388 1.92239 0.39262 0.7163 -1.4935 -0.5141
H 2.32952 -1.32972 0.04740 -1.6015 1.5907 -0.4255
H -1.64377 0.82224 1.35793 -0.2105 0.1539 -0.2806
```
Forces are in eV/Å.

## Properties
Charge: +1
Frontier orbital gap (alpha / beta), hartree: 0.3204 / 0.3204
HOMO level (alpha / beta), eV: -12.82 / -12.82
Relative energy (zero: lowest compared OMol25 entry of this formula, charge and spin), kcal per mole: 32.0

# C4H10FNO2S

One molecule with the formula C4H10FNO2S (ωB97M-V with the def2-TZVPD basis set, OMol25).

The geometry in XYZ format:
```
19
Properties=species:S:1:pos:R:3:forces:R:3
C 1.10701 0.32966 1.59762 -0.0828 0.1564 -0.0481
C -0.15388 0.45680 0.73993 0.0032 -0.1963 0.2251
C -1.40262 0.51474 1.61784 0.0655 0.1118 -0.0342
C -0.26810 -0.74283 -0.19715 0.0677 0.1268 -0.0442
N 0.74725 -0.70870 -1.27894 -0.0483 0.0733 0.1528
S 0.23717 -0.01500 -2.66006 0.1944 -0.2030 -0.0670
O 0.02679 1.36747 -2.44607 -0.0306 0.1490 0.0476
O -0.72597 -0.79053 -3.35956 0.0336 -0.0372 -0.0538
F 1.58619 -0.18778 -3.44055 -0.1233 0.0469 0.0131
H 1.38864 1.28780 2.03512 -0.0198 0.0027 0.0122
H 1.95176 -0.02763 1.00763 0.0222 0.0297 0.0124
H 0.92650 -0.36478 2.42165 0.0743 -0.0861 -0.0392
H -0.09732 1.36647 0.14085 -0.0024 -0.0379 -0.0983
H -1.36009 1.36940 2.29387 0.0164 -0.0207 0.0247
H -1.48088 -0.38921 2.22712 -0.0418 -0.0042 0.0043
H -2.31152 0.60913 1.02176 -0.0021 -0.0121 -0.0134
H -0.08310 -1.66031 0.36344 -0.0616 -0.0177 0.0071
H -1.27406 -0.81486 -0.61911 -0.0045 -0.0200 -0.0211
H 1.18626 -1.59984 -1.46538 -0.0601 -0.0612 -0.0801
```
Forces are in eV/Å.

## Properties
SMILES string: CC(C)CNS(=O)(=O)F
Frontier orbital gap, hartree: 0.4140
HOMO level, eV: -10.68
Relative energy (zero: lowest compared OMol25 entry of this formula, charge and spin), kcal per mole: 0.0